# 1
Density functional theory data (ωB97M-V with the def2-TZVPD basis set) for a cluster of 2 separate species, C28H43Cl7FN2O8S in total in a non-equilibrium geometry.

Cartesian coordinates (Å):
Cl 4.55 -1.28 -3.25
Cl 5.57 0.35 -5.41
Cl 7.23 -1.72 -4.27
Cl 0.36 -0.13 3.30
Cl 4.93 -2.43 -5.88
Cl -2.36 0.71 3.49
Cl 1.43 -1.71 -4.04
S -0.51 -1.62 -4.73
F 0.27 4.50 -0.82
O -1.50 -1.92 -3.70
O 2.58 -3.82 1.08
O -0.69 -2.58 -5.81
O 1.86 2.58 -2.19
O -3.18 -0.06 0.04
O 3.10 3.19 -2.16
O -8.32 0.24 0.41
O -4.88 -0.56 1.52
N 1.40 -3.78 3.07
N 0.39 1.03 0.87
C -5.82 0.13 0.66
C 3.67 -4.72 3.79
C -1.26 2.44 -2.36
C 0.44 -2.84 0.77
C -1.70 1.52 -3.58
C 0.38 2.11 -0.19
C -3.87 -1.14 0.71
C 5.57 -1.27 -4.71
C 1.57 -3.51 1.66
C 1.81 4.04 0.94
C -0.80 0.03 -5.45
C -2.29 -0.68 -0.91
C 0.93 -1.45 0.20
C 1.70 1.76 -1.02
C 3.12 -2.36 4.30
C -0.87 1.63 -1.06
C 0.44 3.61 0.27
C -1.35 1.95 2.60
C 2.71 -3.61 3.71
C 0.12 1.39 2.30
C -1.17 3.16 3.63
C -0.14 -0.28 0.34
C 4.42 -2.11 4.92
C 5.37 -3.20 4.96
C 4.96 -4.49 4.40
C -0.91 0.04 -1.04
C -0.41 1.19 -4.42
C -7.25 -0.38 1.13
H 6.36 -3.02 5.42
H 3.40 -5.72 3.37
H -2.37 2.17 -4.22
H -0.24 0.23 -6.40
H -0.37 3.89 1.00
H -2.85 -0.80 -1.88
H -8.09 1.18 0.33
H -2.31 0.64 -3.28
H 3.63 2.81 -2.89
H -1.89 3.96 3.31
H -0.95 -0.78 0.92
H 1.70 0.69 -1.38
H -7.25 -1.48 0.95
H 0.32 -3.53 -0.10
H 0.95 2.06 2.65
H -0.14 3.60 3.60
H 2.64 1.89 -0.42
H 0.72 -3.12 3.46
H 5.69 -5.33 4.42
H 2.42 4.54 0.15
H -2.16 3.07 -2.11
H 4.62 -1.09 5.32
H 2.39 3.17 1.36
H -1.39 2.82 4.68
H 1.59 4.79 1.74
H 1.16 -1.58 -0.89
H 2.40 -1.51 4.29
H -0.08 2.07 -5.02
H -4.32 -1.78 -0.10
H -5.70 -0.13 -0.42
H -0.38 -0.36 -1.95
H -7.28 -0.19 2.24
H -1.74 1.88 -0.37
H -3.18 -1.73 1.38
H 0.39 0.88 -3.70
H -2.08 -1.74 -0.56
H -1.90 0.11 -5.62
H 1.91 -1.22 0.70
H -0.48 3.16 -2.72
H -5.70 1.24 0.76
H -0.55 -2.81 1.29
H 1.40 0.81 0.90
H -1.91 2.30 1.71

- Kohn-Sham gap (eV) = 8.37
- HOMO level (eV) = -11.03
- energy relative to the best compared isomer or geometry (same formula, charge and spin) (kJ/mol) = 0.0
- net charge = +1
- spin multiplicity = 1
- total energy (Ha) = -5523.00904

Results of the Mulliken charge analysis, in e, for atoms 1 through 2: -0.0415 -0.1063

***

# 2
Density functional theory data (ωB97M-V with the def2-TZVPD basis set) for a structure of composition C30H58AsBN6Si2Y in a non-equilibrium geometry.

Cartesian coordinates (Å):
Y -0.12 -0.05 0.01
As -0.23 -0.45 2.75
Si 1.15 -2.30 3.14
Si 0.73 1.07 4.29
N 1.23 0.09 -2.86
N 1.66 0.24 -1.57
N -0.99 1.34 -2.73
N -1.15 1.60 -1.40
N -1.39 -1.46 -1.51
N -1.02 -1.20 -2.81
C 2.18 0.08 -5.18
C 2.55 0.90 4.60
C -1.46 -2.08 -5.12
C -1.73 2.19 1.12
C -2.70 -2.06 0.84
C 4.57 2.00 -0.50
C -1.85 2.72 -1.28
C -3.03 -2.95 -0.35
C -0.17 0.73 5.88
C -2.64 -4.40 -0.07
C 0.39 2.82 3.79
C -2.46 -2.87 -2.87
C 2.94 -2.19 2.61
C -2.14 3.22 -2.55
C -2.22 3.20 0.09
C -1.58 2.32 -3.44
C 3.41 0.44 -2.94
C 2.97 0.47 -1.62
C 0.48 -3.74 2.16
C 2.78 0.86 0.81
C -1.64 -2.06 -3.64
C -1.60 2.35 -4.94
C -4.54 -2.88 -0.63
C 1.10 -2.70 4.95
C -2.29 -2.45 -1.56
C -1.58 4.57 0.36
C 3.75 0.71 -0.36
C 2.28 0.20 -3.70
C 4.70 -0.46 -0.11
C -3.75 3.31 0.19
B -0.27 0.08 -3.26
H -4.14 4.02 -0.53
H -2.19 1.20 0.97
H 1.69 -0.85 -5.48
H -1.85 4.92 1.36
H 2.26 -0.08 1.05
H -2.94 -1.01 0.64
H -5.09 -3.19 0.25
H -1.56 -4.54 -0.05
H -1.65 -2.14 1.12
H 3.46 -1.29 2.94
H 1.61 0.90 -5.62
H 0.22 1.35 6.69
H -0.63 2.11 1.11
H -1.86 -1.18 -5.59
H 0.75 3.49 4.59
H -3.05 -5.06 -0.83
H -0.49 4.51 0.30
H 3.03 -2.26 1.53
H 0.45 -3.52 1.09
H 3.18 0.09 -5.61
H 1.72 -2.01 5.53
H 2.90 -0.13 4.61
H -0.59 2.38 -5.35
H 0.09 -2.66 5.34
H 5.11 2.20 0.42
H -2.13 3.24 -5.27
H -4.23 2.35 0.01
H 5.15 -0.39 0.89
H -4.03 3.65 1.19
H -2.69 4.11 -2.80
H -4.82 -3.54 -1.45
H 3.92 2.86 -0.72
H 2.75 1.33 5.58
H 3.45 -3.06 3.04
H 5.51 -0.46 -0.84
H -3.26 -2.36 1.72
H 1.12 -4.62 2.28
H -4.85 -1.87 -0.89
H -3.11 -3.64 -3.24
H 5.30 1.92 -1.31
H -0.31 0.11 -4.46
H -0.68 3.00 3.68
H 1.49 -3.71 5.11
H 2.04 1.65 0.62
H -1.93 5.31 -0.36
H -3.04 -4.72 0.90
H -1.23 0.94 5.75
H -1.98 -2.94 -5.53
H -0.07 -0.32 6.17
H 4.41 0.59 -3.31
H -2.10 1.48 -5.35
H 3.30 1.12 1.72
H -0.53 -4.01 2.47
H 4.19 -1.42 -0.17
H -0.41 -2.15 -5.40
H 0.89 3.11 2.87
H 3.13 1.46 3.87
H -1.99 2.49 2.13

- Kohn-Sham gap (eV) = 7.36
- HOMO level (eV) = -9.79
- net charge = +1
- spin multiplicity = 1
- total energy (Ha) = -4384.50655

Results of the Mulliken charge analysis, in e, for atoms 1 through 2: 0.7363 0.2123

***

# 3
Density functional theory data (ωB97M-V with the def2-TZVPD basis set) for a cluster of 7 separate species, C6H27NO6S in total in a non-equilibrium geometry.

Cartesian coordinates (Å):
S 3.22 1.56 -1.43
O 0.02 1.60 2.01
O -3.78 1.41 0.15
O 1.49 -1.65 3.08
O -2.89 -0.98 -2.87
O -1.53 1.60 -2.00
O -1.78 3.16 0.60
N 0.62 -0.87 0.60
C -0.77 -1.43 0.86
C 2.16 0.69 -0.22
C 1.29 -1.27 -1.74
C 0.99 -0.22 -0.70
C -1.01 -2.75 1.61
C 0.14 -3.65 1.16
H 1.40 -1.55 0.95
H -1.05 -2.59 2.72
H 0.55 -2.01 -1.76
H -2.33 -1.52 -3.44
H 0.03 0.42 -1.03
H 0.41 1.76 2.82
H 2.82 0.15 0.50
H 2.58 2.71 -1.22
H 2.36 -2.06 3.32
H -1.88 -3.28 1.30
H -3.71 2.03 -0.57
H -1.36 -0.69 1.38
H 0.47 -3.36 0.17
H -2.41 -0.30 -2.46
H 2.31 -1.70 -1.67
H -1.07 -1.59 -0.17
H 1.65 -0.72 2.89
H 1.49 -0.74 -2.67
H 0.17 0.66 1.71
H -1.85 3.98 1.02
H -1.16 2.65 1.14
H -1.73 2.25 -2.68
H 1.82 1.42 0.48
H 1.04 -3.66 1.70
H -3.59 2.11 0.82
H -2.32 1.82 -1.45
H -0.11 -4.73 0.97

- Kohn-Sham gap (eV) = 8.88
- HOMO level (eV) = -8.67
- energy relative to the best compared isomer or geometry (same formula, charge and spin) (kJ/mol) = 288.7
- spin multiplicity = 1
- total energy (Ha) = -1149.09900

Results of the Mulliken charge analysis, in e, for atoms 1 through 2: -0.2125 -0.6753

***

# 4
Density functional theory data (ωB97M-V with the def2-TZVPD basis set) for a cluster of 8 separate species, C26H47ClFN2O28S7 in total in a non-equilibrium geometry.

Cartesian coordinates (Å):
Cl 1.68 -0.72 -5.45
S 6.23 -2.87 -1.15
S -6.53 -2.84 -3.37
S 2.22 4.59 0.69
S -2.59 -4.99 1.08
S -2.92 7.14 -0.14
S -0.34 -3.10 2.78
S 0.74 -3.92 9.00
F 2.02 6.26 -4.98
O -3.27 -6.43 0.73
O -5.54 -3.46 -4.21
O -2.70 7.54 -1.70
O -3.76 5.98 -0.09
O 5.95 -2.09 -2.33
O 2.00 4.25 -0.69
O -7.50 -1.95 -4.32
O 1.26 -2.91 2.52
O 2.36 6.21 0.79
O -1.50 -4.79 0.16
O -1.39 6.68 0.18
O -3.19 8.34 0.60
O -2.44 -4.89 2.50
O 0.83 -4.59 7.73
O -7.34 -3.58 -2.45
O 3.76 4.22 1.06
O -0.78 -4.10 9.57
O 4.83 -3.50 -0.61
O 6.95 -2.34 -0.02
O 0.67 -2.32 8.73
O -3.83 -4.05 0.61
O 6.93 -4.26 -1.61
O -5.82 -1.61 -2.57
O -0.68 -4.48 2.59
O 1.37 4.13 1.75
O -0.33 -2.78 4.38
O 1.66 -4.16 10.08
O -1.03 -2.03 2.11
N 0.11 -0.65 -1.87
N -0.82 0.10 -1.29
C -1.70 -0.70 -0.32
C -0.64 6.63 -1.04
C -0.69 -1.89 8.76
C 4.56 5.40 0.97
C -7.47 -0.59 -3.88
C -0.38 2.45 -2.39
C -1.37 -2.81 9.77
C 4.72 -4.84 -1.08
C 1.58 4.06 -3.93
C 0.85 0.15 -2.79
C 1.84 -2.25 3.64
C -1.30 7.65 -1.96
C 6.15 -5.36 -1.15
C -1.13 1.48 -1.41
C 3.63 6.54 1.36
C 2.00 -0.71 -3.60
C 1.02 -2.71 4.84
C 1.63 2.44 -4.26
C 2.50 4.86 -5.02
C -4.65 -6.23 0.41
C 0.73 1.65 -3.18
C 3.52 -0.23 -3.23
C -4.74 -4.82 -0.17
C -6.10 -0.39 -3.26
C 3.64 0.63 -1.86
C -3.18 -0.82 -1.04
H 3.98 7.50 0.98
H 0.51 4.49 -4.00
H 3.63 4.76 -4.81
H 4.76 0.59 -1.53
H 1.97 -1.85 -3.32
H -0.98 8.67 -1.70
H 1.32 -3.71 5.16
H 3.96 0.31 -4.16
H -5.75 -4.41 -0.11
H 2.09 4.24 -2.89
H 2.90 -2.51 3.73
H -0.73 5.62 -1.44
H -1.08 7.46 -3.01
H -1.86 -0.16 0.68
H 2.20 4.45 -6.06
H -5.33 -0.26 -4.03
H 1.74 -1.17 3.49
H -5.23 -6.32 1.33
H -3.56 -1.93 -1.01
H -7.64 0.09 -4.73
H 0.41 6.86 -0.85
H -1.33 -1.79 -0.20
H 6.52 -5.65 -0.16
H -2.45 -2.86 9.62
H 4.10 -5.44 -0.41
H 3.45 1.75 -2.16
H -1.11 -2.03 7.76
H 5.43 5.33 1.62
H 4.27 -4.82 -2.08
H 2.94 0.29 -1.00
H 6.25 -6.21 -1.83
H 4.17 -1.19 -3.07
H -0.76 -0.84 9.05
H -1.15 -2.50 10.80
H -0.68 3.55 -2.48
H 3.52 6.60 2.44
H -1.99 1.93 -0.77
H -3.09 -0.45 -2.14
H -4.99 -6.99 -0.30
H 2.76 2.17 -4.26
H 4.89 5.50 -0.07
H -8.26 -0.45 -3.14
H -6.07 0.45 -2.57
H 1.10 -2.02 5.68
H -4.40 -4.80 -1.21
H -3.89 -0.09 -0.48
H 1.18 2.24 -5.32

- Kohn-Sham gap (eV) = 6.80
- HOMO level (eV) = -10.96
- net charge = +1
- spin multiplicity = 1
- total energy (Ha) = -6581.78502

Results of the Mulliken charge analysis, in e, for atoms 1 through 2: -0.1540 1.0920

***

# 5
Density functional theory data (ωB97M-V with the def2-TZVPD basis set) for a structure of composition C47H43Br2GeKN13O2S.

Cartesian coordinates (Å):
Br -3.69 3.89 4.61
Br -4.75 -3.69 4.29
Ge -3.16 0.39 -2.67
K 0.16 -0.39 0.56
S 2.90 -1.02 -1.69
O 4.46 -1.55 7.20
O 4.93 0.38 6.23
N 1.83 2.95 3.84
N 1.30 1.96 1.77
N -0.62 1.85 -2.84
N 0.09 -0.09 3.22
N -2.02 1.33 1.08
N 0.37 -2.98 -0.93
N 1.73 0.23 -1.92
N 2.58 0.72 -4.06
N 1.95 -2.32 1.30
N -2.41 -1.40 0.96
N 2.20 2.83 -0.15
N 2.81 3.80 1.85
N 3.30 4.71 3.90
C -1.79 2.62 1.18
C 5.52 -0.82 -2.49
C 0.43 4.36 -3.75
C 3.22 -2.48 4.77
C -1.06 -0.80 5.18
C 3.84 -1.24 4.88
C -0.19 -4.59 -2.63
C 0.74 2.01 -3.19
C 3.92 0.33 -3.84
C -3.04 2.84 3.16
C -0.60 -1.01 3.89
C -3.17 -3.48 1.93
C 2.11 2.86 1.20
C 2.63 3.78 3.16
C 6.24 0.32 -4.48
C 6.53 -0.45 -3.36
C 4.93 0.73 -4.71
C 4.21 -0.46 -2.73
C 3.84 -0.40 3.75
C 4.49 -0.74 6.11
C -0.81 0.41 5.79
C -3.01 -0.69 1.97
C -1.21 0.70 -2.58
C -4.27 1.31 -1.36
C -3.76 -1.39 2.97
C 1.71 0.90 -3.01
C -3.34 1.52 3.10
C -0.08 1.37 5.11
C -0.88 4.23 -3.25
C 0.52 -5.59 -1.94
C -1.36 3.05 -2.79
C -3.43 -1.53 -2.54
C 1.16 -5.26 -0.78
C -0.22 -3.33 -2.06
C 1.85 -3.57 0.88
C -2.51 -2.72 0.97
C 0.36 1.07 3.83
C 3.24 -0.79 2.59
C -2.24 3.46 2.18
C 2.60 -2.05 2.46
C 1.11 -3.92 -0.28
C -3.81 -2.74 2.93
C 1.20 3.23 -3.66
C 2.62 -2.90 3.59
C -3.64 0.98 -4.48
C -2.81 0.72 2.03
C 1.21 2.05 3.09
H -2.90 -2.09 -3.32
H 1.73 -6.00 -0.23
H -4.26 -0.86 3.76
H -0.79 -2.55 -2.55
H 2.26 3.27 -3.92
H 2.40 -4.37 1.37
H -2.33 2.94 -2.33
H 7.02 0.62 -5.16
H 2.11 -3.85 3.56
H -0.79 -1.94 3.37
H 1.90 2.00 -0.64
H -0.54 -0.14 -2.61
H 0.17 2.32 5.55
H 0.82 5.30 -4.11
H -3.13 -1.89 -1.56
H 7.55 -0.76 -3.17
H -1.15 3.04 0.40
H -3.19 -4.55 1.88
H 4.68 1.35 -5.56
H 2.41 1.27 -4.88
H 3.37 4.53 4.88
H -5.26 0.85 -1.39
H -3.35 2.02 -4.65
H 5.76 -1.41 -1.61
H -3.95 1.08 3.87
H 0.57 -6.60 -2.32
H 4.06 -2.39 6.96
H 2.91 3.40 -0.57
H -4.72 0.90 -4.61
H -1.18 0.62 6.79
H -1.63 -1.58 5.67
H -3.85 1.19 -0.37
H -1.99 4.51 2.21
H -0.71 -4.79 -3.55
H -4.50 -1.71 -2.67
H 3.23 -0.14 1.72
H -1.54 5.08 -3.17
H -2.01 -3.23 0.15
H 3.15 -3.17 5.61
H -3.16 0.36 -5.23
H -4.40 2.37 -1.57
H 4.07 5.17 3.44
H 4.32 0.57 3.83

- Kohn-Sham gap (alpha / beta) (eV) = 4.58 / 4.17
- HOMO level (alpha / beta) (eV) = -2.70 / -2.30
- energy relative to the best compared isomer or geometry (same formula, charge and spin) (kJ/mol) = 46.0
- net charge = -1
- spin multiplicity = 1
- total energy (Ha) = -10902.36143

Results of the Mulliken charge analysis, in e, for atoms 1 through 2: -0.2211 -0.2277

***

# 6
Density functional theory data (ωB97M-V with the def2-TZVPD basis set) for an isolated molecule of C4H8OS in a non-equilibrium geometry.

Cartesian coordinates (Å):
S 2.60 -0.72 -0.57
O -2.57 -0.85 -0.60
C 1.51 0.40 0.42
C 0.46 1.01 -0.46
C -1.48 -0.39 0.25
C -0.85 0.73 -0.54
H -1.86 0.01 1.21
H -0.76 -1.21 0.50
H -2.97 -1.65 -0.19
H -1.45 1.21 -1.33
H 3.25 -1.33 0.44
H 0.78 1.78 -1.17
H 1.16 -0.18 1.26
H 2.18 1.21 0.78

- Kohn-Sham gap (eV) = 9.92
- HOMO level (eV) = -9.13
- energy relative to the best compared isomer or geometry (same formula, charge and spin) (kJ/mol) = 121.6
- spin multiplicity = 1
- total energy (Ha) = -630.58860

Results of the Mulliken charge analysis, in e, for atoms 1 through 2: -0.2326 -0.5272

***

# 7
Density functional theory data (ωB97M-V with the def2-TZVPD basis set) for an isolated molecule of C5H8O in a non-equilibrium geometry.

Cartesian coordinates (Å):
O 0.19 -1.52 0.06
C -1.55 0.19 -0.12
C 0.94 -0.01 -0.18
C 1.23 0.50 1.13
C -0.84 -0.97 -0.74
C -0.29 0.42 -0.91
H -1.28 -1.61 -1.50
H 1.79 -0.24 -0.82
H -2.46 0.52 -0.63
H 1.48 -0.60 1.53
H 0.46 0.90 1.79
H -1.58 0.29 0.96
H 2.15 1.08 1.22
H -0.25 1.05 -1.79

- Kohn-Sham gap (eV) = 10.11
- HOMO level (eV) = -9.01
- energy relative to the best compared isomer or geometry (same formula, charge and spin) (kJ/mol) = 320.2
- spin multiplicity = 1
- total energy (Ha) = -270.43593

Results of the Mulliken charge analysis, in e, for atoms 1 through 2: -0.5056 -0.6812

***

# 8
Density functional theory data (ωB97M-V with the def2-TZVPD basis set) for an isolated molecule of C4H9NO in a non-equilibrium geometry.

Cartesian coordinates (Å):
O -0.41 -0.40 1.50
N -1.18 0.17 -0.54
C -0.19 0.06 0.39
C -2.52 -0.17 -0.12
C 2.31 -0.39 -0.12
C 1.20 0.62 0.17
H 1.26 1.49 -0.51
H -3.24 0.51 -0.58
H -2.79 -1.20 -0.36
H 3.28 0.06 0.07
H 2.20 -1.24 0.56
H -0.98 0.41 -1.49
H -2.55 -0.06 0.96
H 2.31 -0.77 -1.15
H 1.31 0.90 1.23

- Kohn-Sham gap (eV) = 10.49
- HOMO level (eV) = -9.56
- energy relative to the best compared isomer or geometry (same formula, charge and spin) (kJ/mol) = 59.4
- spin multiplicity = 1
- total energy (Ha) = -287.80984

Results of the Mulliken charge analysis, in e, for atoms 1 through 2: -0.6416 -0.1940